1.
DFT (ωB97M-V/def2-TZVPD) results for a molecular structure, H4N3OPS.

Atoms and positions in Å:
N  -1.39704  1.14672  -0.11144
N  -1.42231  -1.02016  -0.12448
N  1.22352  -0.48567  0.07513
O  -3.77080  -0.16357  0.74730
P  -2.99759  0.04165  -0.46911
S  -0.41848  -0.01415  0.55023
H  -1.26994  2.11260  0.22733
H  -1.22660  -2.04621  -0.27446
H  1.91322  -0.04193  0.56279
H  1.59629  -1.02638  -0.62522

Values from the calculation:
* orbital gap: 0.3246 hartree
* HOMO energy: -8.6 eV
* lowest unoccupied orbital energy: 0.21 eV
* molar mass: 125.09 g mol⁻¹
* spin multiplicity: 1

2.
DFT (ωB97M-V/def2-TZVPD) results for H4N3OPS in the gas phase.

Atoms and positions in Å:
N  1.69694  1.82108  0.25059
N  0.81030  -0.51646  -0.43055
N  -1.63240  -1.64691  -0.35786
O  -1.40750  0.79112  0.27019
P  -0.80209  -0.23597  -0.54236
S  1.99162  0.37146  -0.67931
H  1.96236  1.54583  1.18027
H  0.71890  1.97957  0.36106
H  -1.22256  -2.55809  -0.55920
H  -2.11558  -1.55162  0.50717

Values from the calculation:
* orbital gap (alpha / beta): 0.2755 / 0.2571 hartree
* HOMO energy (alpha / beta): -8.5 / -8.2 eV
* lowest unoccupied orbital energy (alpha / beta): -0.98 / -1.23 eV
* molar mass: 125.09 g mol⁻¹
* spin multiplicity: 1

What should be chosen as the most stable of them? Choose 2.

1.
DFT (ωB97M-V/def2-TZVPD) results for 2 unconnected molecules or ions with the total composition C3H11N3O2.

Atoms and positions in Å:
C  -1.24434  0.34855  0.20319
C  -2.22150  0.24191  1.37066
O  -0.72083  1.53349  -0.01174
O  -1.79496  -0.29635  -0.94628
H  -1.81407  0.37953  -1.63484
H  0.70672  1.34450  0.03241
H  -0.32727  -0.39072  0.48673
H  -3.07605  0.88833  1.16497
H  -1.73915  0.58324  2.28519
H  -2.57834  -0.78104  1.49142
N  1.80345  0.55663  -1.54844
N  1.68406  -1.72938  -0.14111
C  1.38064  -0.54050  0.45563
N  1.64174  0.63863  -0.13306
H  2.76128  0.77233  -1.80288
H  1.18530  1.25009  -1.96085
H  1.62345  -1.71438  -1.15088
H  1.33525  -2.56376  0.30015
H  1.39461  -0.52109  1.53972

Values from the calculation:
* orbital gap: 0.3386 hartree
* HOMO energy: -8.5 eV
* lowest unoccupied orbital energy: 0.73 eV
* molar mass: 121.14 g mol⁻¹
* spin multiplicity: 1

2.
DFT (ωB97M-V/def2-TZVPD) results for 2 unconnected molecules or ions with the total composition C3H11N3O2.

Atoms and positions in Å:
C  -0.32895  0.60026  -1.56741
C  -1.50886  -0.18722  -1.01211
N  -1.51174  -1.53548  -1.60881
C  -1.52787  -0.32117  0.51622
O  -2.37258  -0.92696  1.15834
O  -0.51068  0.27953  1.16121
H  -0.39812  0.69483  -2.65687
H  -0.30009  1.61205  -1.14821
H  0.62506  0.11492  -1.33850
H  -2.43213  0.33533  -1.28777
H  -2.31432  -2.05017  -1.23969
H  -1.65119  -1.46202  -2.61494
H  -0.68240  0.05443  2.10075
N  2.36952  0.71634  0.87630
N  3.04694  0.45993  2.11375
H  1.88633  1.62107  0.88579
H  1.62610  0.03438  0.67919
H  3.57445  -0.41765  2.07291
H  2.41053  0.37759  2.90986

Values from the calculation:
* orbital gap: 0.3458 hartree
* HOMO energy: -8.9 eV
* lowest unoccupied orbital energy: 0.53 eV
* molar mass: 121.14 g mol⁻¹
* spin multiplicity: 1
* structure (SMILES): C[C@@H](N)C(=O)O.NN

What should be chosen as the most stable of them? Choose 2.

1.
DFT (ωB97M-V/def2-TZVPD) results for C6H6N2O in the gas phase.

Atoms and positions in Å:
C  -2.21418  0.96114  0.06904
C  -0.83059  0.56472  -0.22566
C  0.42199  1.17101  -0.31646
N  1.65555  1.20301  -0.51036
C  2.83090  0.41779  -0.14060
C  2.25428  -0.80492  0.14227
C  0.84473  -1.21040  -0.14660
N  -0.37252  -0.85953  -0.39867
O  -1.32530  -1.63095  -0.69486
H  -2.69355  -0.09196  0.19971
H  -2.69413  1.54179  -0.87281
H  -2.24911  1.52976  0.94566
H  3.70090  0.87689  -0.37716
H  2.99706  -1.61912  0.12929
H  0.88620  -2.29580  -0.08700

Values from the calculation:
* orbital gap (alpha / beta): 0.2559 / 0.2558 hartree
* HOMO energy (alpha / beta): -7.5 / -7.5 eV
* lowest unoccupied orbital energy (alpha / beta): -0.57 / -0.57 eV
* molar mass: 122.13 g mol⁻¹
* spin multiplicity: 1
* structure (SMILES): CC1=C=NC=CC=[N+]1[O-]

2.
DFT (ωB97M-V/def2-TZVPD) results for a molecular structure, C6H6N2O.

Atoms and positions in Å:
C  1.58584  0.64643  0.82647
C  0.37267  0.90120  -0.14402
C  -0.77254  0.42789  -0.50468
C  -1.52502  -0.72479  0.09679
C  -0.63728  -1.91461  -0.05595
C  -1.40792  1.24836  -1.55369
H  2.28451  -1.35371  0.90373
H  1.45536  1.44605  1.53402
H  2.49355  0.69142  0.13522
H  0.67962  1.82910  -0.77415
H  -2.59600  -1.11711  -0.32474
H  -1.61420  -0.82332  1.18852
N  0.10970  -2.69435  -0.47559
N  -1.86474  2.12185  -2.31380
O  1.43645  -0.68441  1.46186

Values from the calculation:
* orbital gap: 0.3879 hartree
* HOMO energy: -10.4 eV
* lowest unoccupied orbital energy: 0.17 eV
* molar mass: 122.13 g mol⁻¹
* spin multiplicity: 1

3.
DFT (ωB97M-V/def2-TZVPD) results for C6H6N2O in the gas phase.

Atoms and positions in Å:
O  -3.16814  -0.66478  0.19900
C  -2.48397  0.38315  0.03837
C  -1.04260  0.34177  -0.14129
C  -0.08740  1.34320  -0.09953
N  1.10958  0.68579  0.04176
C  0.78598  -0.63781  -0.03811
N  -0.50006  -1.00694  -0.24035
C  2.30738  -1.08650  0.02755
C  2.63075  0.49610  0.13746
H  -2.96223  1.33644  -0.03995
H  -0.16176  2.47655  -0.15975
H  2.63090  -1.64469  0.81763
H  2.69208  -1.38536  -0.96656
H  2.88762  0.72476  1.23900
H  3.33098  1.01914  -0.63903

Values from the calculation:
* orbital gap: 0.3523 hartree
* HOMO energy: -9.1 eV
* lowest unoccupied orbital energy: 0.52 eV
* molar mass: 122.13 g mol⁻¹
* spin multiplicity: 1
* structure (SMILES): O=Cc1cn2c(n1)CC2

What should be chosen as the most stable of them? Choose 3.

1.
DFT (ωB97M-V/def2-TZVPD) results for a molecular structure, F2KNO4S2.

Atoms and positions in Å:
K  -4.10410  -3.10958  -1.71994
N  -0.51352  -0.01455  0.20668
S  0.17168  1.03181  -0.65745
O  1.03566  0.53365  -1.76790
O  0.35799  2.35781  -0.10400
F  -1.11996  1.34360  -1.50066
S  0.83540  -0.31871  1.07970
O  1.42606  0.67300  1.98924
O  1.82357  -1.20530  0.37338
F  0.08723  -1.29174  2.10095

Values from the calculation:
* orbital gap: 0.2238 hartree
* HOMO energy: -8.7 eV
* lowest unoccupied orbital energy: -2.65 eV
* molar mass: 219.23 g mol⁻¹
* spin multiplicity: 1

2.
DFT (ωB97M-V/def2-TZVPD) results for a molecular structure, F2KNO4S2.

Atoms and positions in Å:
K  1.34327  -0.61125  1.08935
N  -0.23542  0.06777  3.24790
S  -1.78363  -0.03965  3.25050
O  -2.49042  0.51466  2.12514
O  -2.42565  0.04591  4.53541
F  -1.85348  -1.63105  2.92802
S  -0.05839  1.70608  3.63770
O  -0.34742  2.12242  4.96279
O  -0.46692  2.56898  2.56312
F  1.52293  1.66228  3.54069

Values from the calculation:
* orbital gap: 0.3101 hartree
* HOMO energy: -9.9 eV
* lowest unoccupied orbital energy: -1.46 eV
* molar mass: 219.23 g mol⁻¹
* spin multiplicity: 1

What should be chosen as the most stable of them? Choose 2.

1.
DFT (ωB97M-V/def2-TZVPD) results for a molecular structure, C4H9O2P.

Atoms and positions in Å:
C  1.36374  -0.33075  0.56046
C  2.76661  -0.51146  0.19141
C  -1.73498  0.32606  -1.57200
C  -1.13682  0.70958  1.40971
O  0.65057  -0.12677  -0.56153
O  -1.14535  -1.79224  0.01207
P  -0.93358  -0.33471  -0.09946
H  3.27845  0.48690  0.21056
H  3.19741  -1.22407  0.98757
H  3.07081  -0.68706  -0.86454
H  -1.94642  1.40950  -1.39778
H  -2.63200  -0.20777  -1.70656
H  -1.00771  -0.16211  -2.30811
H  -1.48762  0.00036  2.22535
H  -2.11115  1.28212  1.33024
H  -0.19195  1.16242  1.58262

Values from the calculation:
* orbital gap: 0.3505 hartree
* HOMO energy: -9.0 eV
* lowest unoccupied orbital energy: 0.58 eV
* molar mass: 120.09 g mol⁻¹
* spin multiplicity: 1

2.
DFT (ωB97M-V/def2-TZVPD) results for C4H9O2P in the gas phase.

Atoms and positions in Å:
C  -1.67963  -1.53366  0.57293
P  -1.64466  0.14343  -0.21334
O  -2.97229  0.57920  -0.61469
C  0.12298  0.67762  -1.48845
C  1.04196  0.59462  -0.26418
C  0.35893  1.53021  0.73211
O  -0.97064  1.08750  1.01156
H  -2.65797  -1.54513  1.11105
H  -1.75098  -2.22817  -0.31591
H  -0.90565  -2.10727  1.18853
H  -0.18876  1.74769  -1.65692
H  0.40949  0.12326  -2.38903
H  2.00309  0.92903  -0.61205
H  0.86011  -0.38437  0.19991
H  0.81376  1.77123  1.69789
H  0.20496  2.50497  0.11284

Values from the calculation:
* orbital gap: 0.3732 hartree
* HOMO energy: -9.4 eV
* lowest unoccupied orbital energy: 0.72 eV
* molar mass: 120.09 g mol⁻¹
* spin multiplicity: 1
* structure (SMILES): C[P@]1(=O)CCCO1

What should be chosen as the most stable of them? Choose 2.

1.
DFT (ωB97M-V/def2-TZVPD) results for a molecular structure, C8H10N2S2.

Atoms and positions in Å:
C  -0.49683  -1.91640  2.37089
C  1.86289  -1.02743  1.64055
C  -1.18052  1.42713  -0.42671
C  0.03542  1.62631  -1.35424
C  -0.93233  0.49931  0.70337
C  0.51064  0.27331  -1.99608
C  -0.31131  -0.86939  0.15481
C  0.78476  -0.76859  -0.86408
N  -1.16939  -2.15997  3.27069
N  0.11072  -1.67567  1.27557
S  2.53869  -1.40626  3.00619
S  2.30814  -0.41083  0.09665
H  -1.58695  2.38249  0.07012
H  -1.91769  1.01484  -0.96216
H  -0.16104  2.40585  -2.22009
H  0.68917  2.16835  -0.75635
H  -0.17639  0.91526  1.31768
H  -1.83846  0.46408  1.19280
H  -0.23417  -0.31988  -2.53567
H  1.51013  0.28493  -2.53020
H  -1.28212  -1.16035  -0.28097
H  0.93665  -1.74708  -1.17278

Values from the calculation:
* orbital gap: 0.3086 hartree
* HOMO energy: -8.9 eV
* lowest unoccupied orbital energy: -0.54 eV
* molar mass: 198.32 g mol⁻¹
* spin multiplicity: 1

2.
DFT (ωB97M-V/def2-TZVPD) results for a molecular structure, C8H10N2S2.

Atoms and positions in Å:
C  -0.45414  1.03713  2.79029
C  -0.24172  -1.77500  2.54740
C  1.20544  0.73210  -1.37208
C  0.78946  -0.64469  -1.95197
C  0.91459  0.74165  0.09870
C  -0.71532  -0.79115  -1.64225
C  -0.54382  0.81293  0.38630
C  -1.14629  -0.47064  -0.19227
N  -0.16600  0.78095  3.94381
N  -1.00143  1.06218  1.71440
S  0.04115  -1.05222  3.94779
S  -0.63758  -1.83541  1.00695
H  2.18491  0.95683  -1.54169
H  0.53356  1.41623  -1.89031
H  0.85679  -0.44149  -3.08276
H  1.39699  -1.42709  -1.37783
H  1.29626  -0.10684  0.58635
H  1.36892  1.67361  0.56098
H  -1.31683  0.04089  -2.05969
H  -0.99082  -1.81575  -1.97661
H  -1.08043  1.62734  -0.17487
H  -2.29369  -0.52156  -0.32062

Values from the calculation:
* orbital gap: 0.3250 hartree
* HOMO energy: -8.5 eV
* lowest unoccupied orbital energy: 0.30 eV
* molar mass: 198.32 g mol⁻¹
* spin multiplicity: 1

What should be chosen as the most stable of them? Choose 1.